[1]
C50H45CrN10O2S4 | ωB97M-V/def2-TZVPD

⟨S²⟩: 3.776
HOMO energy (spin up / spin down) (eV): -11.9 / -11.9
Frontier orbital gap (spin up / spin down) (eV): 7.162 / 6.928
Largest force on an atom (eV/Å): 1.02
Lowest unoccupied orbital energy (spin up / spin down) (eV): -4.7813 / -5.0082
Net charge: +2
E_tot (eV): -143322.7600
Spin multiplicity: 4

Last column: Mulliken spin population.
Cartesian coordinates (Å):
Cr1 0.5947 -2.2576 0.0706  3.045
O1 5.0248 -3.7212 -2.6119  0.000
C1 5.1450 -2.3898 -2.4973  -0.003
C2 6.3672 -1.8287 -2.8729  0.000
C3 6.5519 -0.4654 -2.8224  -0.001
C4 5.5298 0.3846 -2.3857  0.002
C5 4.3380 -0.1654 -1.9760  -0.003
C6 4.1264 -1.5507 -2.0157  -0.005
C7 2.8676 -2.0709 -1.4865  0.029
O2 2.1583 -1.3091 -0.7297  -0.065
N1 2.5048 -3.3166 -1.8127  -0.009
N2 1.3271 -3.5967 -1.1864  -0.037
C8 0.7026 -4.6945 -1.3491  0.008
C9 -0.5602 -4.8018 -0.5967  0.045
C10 -1.4656 -5.8271 -0.7861  0.003
C11 -2.6744 -5.7858 -0.1097  0.005
C12 -2.9366 -4.7262 0.7441  0.007
C13 -1.9700 -3.7503 0.9029  0.010
N3 -0.8080 -3.7849 0.2570  -0.035
H1 4.1007 -3.9699 -2.4140  0.000
H2 7.1489 -2.4940 -3.2151  0.000
H3 7.5012 -0.0486 -3.1348  0.000
H4 5.6746 1.4567 -2.3773  0.000
H5 3.5309 0.4635 -1.6197  0.004
H6 1.0762 -5.4736 -2.0046  -0.005
H7 -1.2252 -6.6360 -1.4632  0.000
H8 -3.4055 -6.5709 -0.2511  0.000
H9 -3.8715 -4.6555 1.2822  0.000
H10 -2.1031 -2.9167 1.5816  -0.001
N4 0.0392 -0.9029 1.4069  -0.067
S1 -0.0250 0.4264 1.9706  0.042
N5 -1.1390 1.4815 1.3634  0.001
S2 -0.9971 2.0695 -0.0610  0.002
N6 -0.5269 1.2152 -1.2514  0.014
S3 -1.0960 -0.2178 -1.8005  0.014
N7 -0.5668 -1.4591 -1.2786  -0.004
C14 -2.8638 -0.1178 -1.6607  0.006
C15 -3.3792 -0.4835 -0.4217  -0.004
C16 -4.7515 -0.4876 -0.2420  0.001
C17 -5.5909 -0.1338 -1.2938  0.000
C18 -5.0609 0.2334 -2.5227  0.000
C19 -3.6851 0.2453 -2.7171  -0.001
C20 -0.7552 0.0256 -3.5185  0.008
C21 -0.5398 -1.1344 -4.2493  0.005
C22 -0.2842 -1.0265 -5.6086  0.001
C23 -0.2481 0.2224 -6.2136  0.000
C24 -0.4587 1.3758 -5.4669  0.000
C25 -0.7136 1.2843 -4.1076  -0.002
C26 0.1176 3.4407 -0.1374  0.000
C27 -0.1862 4.5353 0.6665  0.000
C28 0.6527 5.6331 0.6269  0.000
C29 1.7750 5.6209 -0.1969  0.000
C30 2.0642 4.5153 -0.9836  0.000
C31 1.2278 3.4061 -0.9658  0.001
C32 -2.5724 2.8270 -0.3111  0.001
C33 -2.7522 3.4891 -1.5209  0.000
C34 -3.9579 4.1255 -1.7519  0.000
C35 -4.9558 4.0963 -0.7820  0.000
C36 -4.7547 3.4342 0.4208  0.000
C37 -3.5510 2.7883 0.6693  0.001
C38 -0.6257 0.4088 3.6405  -0.004
C39 -1.9934 0.2470 3.8355  -0.003
C40 -2.4660 0.0125 5.1175  0.000
C41 -1.5761 -0.0619 6.1847  0.000
C42 -0.2132 0.0978 5.9731  0.000
C43 0.2757 0.3292 4.6922  0.000
C44 1.4698 1.3663 2.0589  0.019
C45 1.4699 2.6158 2.6786  -0.003
C46 2.6532 3.3288 2.7217  0.000
C47 3.8081 2.7954 2.1507  0.000
C48 3.7876 1.5489 1.5444  0.000
C49 2.6081 0.8140 1.4972  -0.002
H11 -2.6985 -0.7529 0.3791  0.013
H12 -5.1721 -0.7683 0.7163  0.000
H13 -6.6643 -0.1487 -1.1555  0.000
H14 -5.7187 0.5068 -3.3376  0.000
H15 -3.2706 0.5182 -3.6780  0.000
H16 -0.5581 -2.0938 -3.7485  -0.001
H17 -0.1080 -1.9188 -6.1947  0.000
H18 -0.0466 0.2995 -7.2745  0.000
H19 -0.4162 2.3470 -5.9428  0.000
H20 -0.8592 2.1721 -3.5112  0.000
H21 -1.0653 4.5318 1.3008  0.000
H22 0.4317 6.5007 1.2347  0.000
H23 2.4257 6.4856 -0.2275  0.000
H24 2.9385 4.5150 -1.6212  0.000
H25 1.4290 2.5335 -1.5725  -0.001
H26 -1.9596 3.5218 -2.2573  0.000
H27 -4.1177 4.6522 -2.6835  0.000
H28 -5.8953 4.6015 -0.9657  0.000
H29 -5.5337 3.4223 1.1719  0.000
H30 -3.3659 2.2722 1.6008  0.000
H31 -2.6730 0.3175 2.9946  -0.001
H32 -3.5288 -0.0999 5.2885  0.000
H33 -1.9504 -0.2325 7.1860  0.000
H34 0.4750 0.0537 6.8080  0.000
H35 1.3389 0.4466 4.5232  0.000
H36 0.5655 3.0161 3.1221  0.000
H37 2.6798 4.2992 3.2007  0.000
H38 4.7318 3.3595 2.1880  0.000
H39 4.6899 1.1351 1.1112  0.000
H40 2.5721 -0.1614 1.0294  -0.002
N8 -0.1425 -3.4796 3.3920  0.003
N9 1.0944 -3.2265 3.9709  0.002
C50 2.2310 -3.1686 3.2629  0.012
N10 3.3494 -3.0867 4.0017  -0.001
S4 2.4080 -3.1739 1.5806  -0.046
H41 -0.7928 -2.7485 3.6563  0.000
H42 -0.4801 -4.3867 3.6938  0.000
H43 1.1577 -3.2010 4.9793  0.000
H44 3.3551 -3.2997 4.9858  0.000
H45 4.2309 -3.0880 3.5165  0.000

Cartesian forces (eV/Å) of the 6 atoms listed first:
Cr 0.395 0.878 0.321
O -0.006 0.073 0.014
C -0.032 -0.087 -0.099
C 0.043 0.033 -0.031
C 0.012 0.053 0.007
C 0.011 -0.034 -0.033



[2]
C50H45N3O2P2Re | ωB97M-V/def2-TZVPD

⟨S²⟩: 0.757
HOMO energy (spin up / spin down) (eV): -17.6 / -17.6
Frontier orbital gap (spin up / spin down) (eV): 4.592 / 4.588
Largest force on an atom (eV/Å): 0.63
Lowest unoccupied orbital energy (spin up / spin down) (eV): -13.0309 / -13.0310
Net charge: +4
E_tot (eV): -81815.1646
Spin multiplicity: 2

Last column: Mulliken spin population.
Cartesian coordinates (Å):
Re1 -0.3202 0.1291 -0.0943  0.832
C1 0.7536 0.5813 -4.5149  -0.001
O1 1.9048 0.4634 -3.6162  0.018
C2 1.4276 0.2875 -2.4276  0.002
N1 0.1463 0.3327 -2.2113  -0.039
C3 -0.4534 0.7067 -3.5661  0.000
C4 -1.6523 -0.0628 -4.0750  -0.005
C5 -1.8154 -0.2076 -5.4518  -0.002
C6 -2.9475 -0.8176 -5.9738  -0.001
C7 -3.9321 -1.2967 -5.1247  0.001
C8 -3.7846 -1.1419 -3.7542  -0.002
C9 -2.6576 -0.5191 -3.2377  -0.002
C10 2.4108 0.0943 -1.3401  0.040
C11 3.7865 0.0363 -1.4696  0.003
C12 4.5401 -0.0891 -0.3055  -0.001
C13 3.9110 -0.1315 0.9394  0.006
C14 2.5322 -0.0645 0.9593  0.015
N2 1.8083 0.0249 -0.1564  -0.021
C15 1.6676 -0.0893 2.1494  0.029
N3 0.3739 0.0268 2.0848  -0.062
C16 -0.0843 -0.2741 3.4708  0.012
C17 1.2070 -0.2585 4.3153  -0.001
O2 2.2450 -0.2702 3.3060  0.011
C18 -1.2331 0.4920 4.0389  -0.014
C19 -2.1708 1.2055 3.1475  0.004
C20 -3.4744 1.5811 3.7385  -0.002
C21 -3.7491 1.4014 5.0510  0.000
C22 -2.7517 0.8224 5.8699  -0.002
C23 -1.5286 0.3587 5.3716  0.000
H1 0.7429 -0.3251 -5.1148  0.000
H2 0.9306 1.4535 -5.1367  0.001
H3 -0.7315 1.7569 -3.4719  0.001
H4 -1.0772 0.1700 -6.1479  0.000
H5 -3.0568 -0.9150 -7.0452  0.000
H6 -4.8094 -1.7833 -5.5282  0.000
H7 -4.5610 -1.5181 -3.0989  0.000
H8 -2.5368 -0.3953 -2.1713  0.030
H9 4.2507 0.0900 -2.4451  0.000
H10 5.6196 -0.1433 -0.3651  0.000
H11 4.4782 -0.2116 1.8566  0.000
H12 -0.4792 -1.2994 3.4523  0.004
H13 1.3364 -1.1497 4.9236  0.000
H14 1.3401 0.6367 4.9231  0.000
H15 -2.3064 0.5321 2.2833  0.019
H16 -4.2001 2.0550 3.0850  0.000
H17 -4.6937 1.7045 5.4820  0.000
H18 -2.9543 0.7043 6.9300  0.000
H19 -0.8593 -0.1600 6.0469  0.000
C24 -4.3153 -0.1654 0.5407  -0.001
C25 -3.7116 -1.4406 -0.0446  0.008
P1 -1.8999 -1.6716 0.0683  0.126
C26 -1.6450 -2.4632 1.6898  0.030
C27 -0.4480 -3.1610 1.8870  0.006
C28 -0.2033 -3.8155 3.0844  -0.004
C29 -1.1575 -3.7895 4.1011  0.001
C30 -2.3565 -3.1179 3.9073  -0.001
C31 -2.6006 -2.4570 2.7050  0.017
C32 -1.5863 -3.0293 -1.0812  -0.030
C33 -2.4278 -4.1446 -1.0326  -0.004
C34 -2.2112 -5.2152 -1.8836  -0.001
C35 -1.1493 -5.1893 -2.7793  0.000
C36 -0.2983 -4.0950 -2.8189  0.002
C37 -0.5160 -3.0182 -1.9714  0.026
C38 -3.9365 1.0927 -0.2407  0.008
P2 -2.1635 1.5703 -0.1927  -0.029
C39 -1.9701 2.7838 -1.5254  -0.013
C40 -0.8100 3.5706 -1.4870  -0.006
C41 -0.5661 4.5135 -2.4698  -0.002
C42 -1.4741 4.6726 -3.5145  0.000
C43 -2.6238 3.8985 -3.5606  -0.001
C44 -2.8805 2.9617 -2.5644  0.003
C45 -2.2105 2.8296 1.2199  -0.007
C46 -1.5259 2.5163 2.4992  0.018
C47 -1.4283 3.6026 3.4987  -0.003
C48 -1.9662 4.8253 3.2766  0.002
C49 -2.6520 5.0415 2.0601  0.000
C50 -2.7503 4.0733 1.0457  0.002
H20 -4.0831 -0.0729 1.6029  0.001
H21 -5.4026 -0.2581 0.4980  -0.001
H22 -3.9446 -1.4937 -1.1078  0.000
H23 -4.1824 -2.3209 0.3963  0.000
H24 0.2726 -3.2369 1.0789  -0.004
H25 0.7090 -4.3830 3.2155  0.000
H26 -0.9814 -4.3297 5.0222  0.000
H27 -3.1223 -3.1465 4.6718  0.000
H28 -3.5661 -1.9890 2.5581  0.002
H29 -3.2502 -4.1960 -0.3295  0.000
H30 -2.8676 -6.0739 -1.8465  0.000
H31 -0.9837 -6.0273 -3.4428  0.000
H32 0.5316 -4.0819 -3.5129  0.000
H33 0.1407 -2.1614 -2.0215  -0.001
H34 -4.5537 1.9448 0.0532  0.000
H35 -4.1549 0.9153 -1.2971  0.000
H36 -0.0902 3.4464 -0.6816  -0.004
H37 0.3244 5.1267 -2.4277  0.000
H38 -1.2862 5.4068 -4.2866  0.000
H39 -3.3302 4.0243 -4.3700  0.000
H40 -3.7852 2.3740 -2.6366  0.001
H41 -0.5059 2.2049 2.2193  -0.016
H42 -0.9062 3.3957 4.4276  0.000
H43 -1.8927 5.6202 4.0063  0.000
H44 -3.1125 6.0109 1.8936  0.000
H45 -3.2280 4.3424 0.1111  0.000

Cartesian forces (eV/Å) of the 6 atoms listed first:
Re -0.559 0.137 0.249
C 0.103 0.016 0.035
O -0.117 0.041 -0.028
C 0.144 -0.023 0.086
N -0.051 -0.060 -0.229
C 0.024 0.007 0.045



[3]
C50H46AsF3N3O8SSn | ωB97M-V/def2-TZVPD

HOMO energy (eV): -5.3
Frontier orbital gap (eV): 6.966
Largest force on an atom (eV/Å): 3.51
Lowest unoccupied orbital energy (eV): 1.6706
Net charge: -1
E_tot (eV): -159103.9059

Last column: Mulliken charge in e.
Cartesian coordinates (Å):
Sn1 -0.2131 -2.5371 1.9750  1.148
O1 3.9260 0.8395 1.3816  -0.700
C1 3.0643 0.1406 1.8512  0.097
O2 1.7996 0.3751 1.9923  0.280
C2 3.3934 -1.1974 2.5336  0.140
C3 4.7040 -1.7040 2.6654  -0.835
C4 4.8547 -2.8624 3.4054  -0.438
C5 3.7280 -3.5661 3.9103  -0.762
C6 2.5136 -2.9872 3.7064  0.723
N1 2.4043 -1.8440 3.0687  0.229
C7 1.2949 -3.6482 4.3271  0.259
O3 1.4423 -4.5885 5.1135  -0.723
O4 0.1780 -3.1407 3.9763  -0.642
H1 5.5512 -1.3081 2.1584  0.525
H2 5.8453 -3.3085 3.4974  0.388
H3 3.7311 -4.3607 4.6410  0.515
C8 0.8806 0.7396 6.6640  -1.735
C9 -0.0883 1.5522 5.8305  1.380
C10 0.3452 2.4114 4.8416  -0.594
C11 -0.5548 3.2959 4.1863  -0.626
C12 -1.8845 3.3073 4.5598  -0.200
C13 -2.2789 2.4292 5.6460  -0.459
C14 -1.3915 1.6206 6.2805  -0.621
S1 -3.0207 4.1302 3.6053  1.284
O5 -4.1341 4.4461 4.4423  -0.756
O6 -2.3536 5.2054 2.9528  -0.737
N2 -3.4824 3.1153 2.4382  -0.225
C15 -3.9415 1.7176 2.6664  -0.879
C16 -2.9181 0.7390 2.1054  2.977
C17 -2.2108 -0.2936 2.9353  -0.078
O7 -2.7103 -0.6275 3.9959  -0.702
O8 -1.0963 -0.7312 2.4003  0.446
H4 0.5082 -0.3168 6.6832  0.344
H5 0.9345 1.2347 7.6669  0.399
H6 1.8306 0.7938 6.1530  0.358
H7 1.3651 2.4557 4.5243  0.236
H8 -0.2166 3.9367 3.4156  0.759
H9 -3.3348 2.4797 5.9737  0.400
H10 -1.7067 0.9993 7.0903  0.392
H11 -3.0272 3.2062 1.5560  0.334
H12 -4.8460 1.6140 2.0788  0.435
H13 -4.1473 1.3716 3.7062  0.321
H14 -2.0829 1.2366 1.5916  -1.217
H15 -3.2469 0.2262 1.1364  -1.423
C18 -3.0163 1.3974 -6.2073  -1.472
C19 -1.9826 0.9716 -5.2009  0.303
C20 -0.7068 0.5868 -5.5461  -0.964
C21 0.2279 0.0413 -4.6483  1.343
C22 1.4507 -0.5865 -5.2146  -1.513
C23 -0.0698 0.0280 -3.2899  0.162
As1 0.8761 -1.0465 -1.8442  1.051
N3 1.2373 0.2054 -0.5508  0.303
C24 1.0686 1.3805 -0.1228  0.158
C25 1.2156 1.5364 1.3958  2.042
C26 1.8548 2.8652 1.7022  -0.423
C27 1.6583 3.9067 0.9094  -1.177
C28 0.9338 3.7815 -0.3343  -1.068
C29 0.6672 2.5702 -0.8764  0.162
C30 2.8316 -1.2752 -2.2617  -0.222
C31 3.3661 -2.5604 -2.1987  0.131
C32 2.5420 -3.8447 -2.1148  -1.690
C33 4.6711 -2.8176 -2.6074  -1.026
C34 5.5307 -1.8017 -3.0329  0.710
C35 6.8885 -2.1259 -3.4486  -1.641
C36 4.9865 -0.5041 -3.0773  -1.169
C37 3.7344 -0.2120 -2.5683  1.902
C38 3.2570 1.1573 -2.5855  -1.279
C39 -1.3472 0.5016 -2.8958  0.030
C40 -1.9000 0.5284 -1.5048  -0.952
C41 -2.2860 0.9297 -3.8705  -0.862
H16 -3.7552 2.0635 -5.8153  0.403
H17 -3.6232 0.4803 -6.5254  0.195
H18 -2.5983 2.0075 -7.0850  0.357
H19 -0.4080 0.5592 -6.5900  0.383
H20 1.2216 -1.4076 -5.9302  0.411
H21 2.1895 -0.8367 -4.3833  0.087
H22 1.9085 0.2330 -5.8346  0.370
H23 0.1387 1.5247 1.7280  -1.383
H24 2.6249 2.8753 2.5099  0.457
H25 2.0953 4.8807 1.0788  0.498
H26 0.5095 4.6630 -0.7822  0.463
H27 0.1689 2.5426 -1.8258  0.429
H28 1.7185 -3.8079 -1.3631  0.238
H29 3.1783 -4.7251 -1.9255  0.452
H30 2.1130 -3.9096 -3.1360  0.330
H31 5.0631 -3.8253 -2.7335  0.262
H32 7.2997 -1.4452 -4.1912  0.384
H33 7.1058 -3.1603 -3.8059  0.351
H34 7.5442 -2.0349 -2.6451  0.344
H35 5.5958 0.3842 -3.2507  0.342
H36 3.2912 1.6449 -1.6020  0.271
H37 2.1547 1.2378 -2.8416  0.011
H38 3.8568 1.7768 -3.2632  0.500
H39 -1.2726 1.1942 -0.8679  -0.550
H40 -1.8052 -0.4689 -1.0505  -0.130
H41 -2.9126 0.7973 -1.2685  0.941
H42 -3.2274 1.2557 -3.4974  0.426
F1 -7.3970 -1.0058 -3.8120  -0.285
C42 -6.1093 -0.6398 -3.7281  0.862
F2 -5.4620 -0.9837 -4.8640  -0.274
F3 -6.1374 0.6959 -3.6823  -0.266
C43 -5.4185 -1.2354 -2.5082  0.242
C44 -5.6888 -0.8948 -1.1355  -0.709
C45 -4.9478 -1.5021 -0.1257  -0.459
C46 -3.9003 -2.4033 -0.3858  0.676
C47 -3.6815 -2.7581 -1.7656  -0.627
C48 -4.4179 -2.1791 -2.7510  -0.138
C49 -3.0260 -2.9548 0.6381  -0.227
C50 -2.3148 -3.4729 1.5107  -1.244
H43 -6.4498 -0.1399 -0.9085  0.399
H44 -5.1047 -1.2139 0.8957  0.577
H45 -2.9481 -3.5589 -2.0308  0.346
H46 -4.2684 -2.4639 -3.7851  0.428

Cartesian forces (eV/Å) of the 6 atoms listed first:
Sn -0.064 -0.546 -0.558
O -0.242 0.333 -0.412
C 1.854 -1.468 0.767
O -1.750 1.420 -0.109
C 1.256 0.100 -0.143
C -0.912 -0.405 -0.036